Density functional theory data (ωB97M-V/def2-TZVPD) for a cluster of 12 separate species, C64H72O2S2 in total.

CARTESIAN COORDINATES (ANGSTROEM)
S1 2.208 -8.498 8.019
S2 -6.195 0.154 5.459
O1 3.150 -8.686 9.210
O2 -5.832 1.440 4.747
C1 -6.057 0.335 -2.710
C2 5.700 3.830 2.929
C3 -1.763 -2.596 -6.513
C4 -4.551 8.282 -1.916
C5 -1.165 -8.142 2.003
C6 5.180 8.927 -1.124
C7 1.063 -1.679 0.276
C8 2.838 8.116 -1.198
C9 6.776 3.923 3.846
C10 7.297 -6.829 -4.166
C11 1.381 -0.715 -0.705
C12 6.347 -6.007 -4.834
C13 -0.866 -0.332 0.922
C14 6.984 -7.510 -3.008
C15 -2.687 -4.828 -7.780
C16 5.711 -7.429 -2.500
C17 4.611 6.901 -2.395
C18 5.089 -5.950 -4.311
C19 -8.728 0.018 -1.866
C20 0.710 -7.676 8.781
C21 -0.636 8.013 5.143
C22 4.682 -0.238 -8.149
C23 -0.920 8.455 6.426
C24 2.847 -7.035 7.042
C25 6.500 3.531 5.144
C26 5.587 7.825 -1.882
C27 -8.442 0.881 -2.924
C28 -2.509 -7.862 1.773
C29 5.216 3.258 5.545
C30 -0.017 -1.450 1.147
C31 -1.918 -3.736 -5.821
C32 -7.104 0.987 -3.391
C33 4.220 -1.054 -9.155
C34 0.546 0.360 -0.879
C35 -2.190 -2.478 -7.838
C36 4.384 3.571 3.320
C37 -2.327 -4.877 -6.459
C38 -5.199 6.204 -0.811
C39 4.975 -1.364 -10.333
C40 -4.511 8.896 -0.630
C41 3.825 9.046 -0.762
C42 3.254 7.052 -2.076
C43 -2.603 -3.637 -8.476
C44 -4.690 8.107 0.505
C45 -7.669 -0.681 -1.262
C46 -1.765 -10.263 2.920
C47 -1.577 7.533 7.234
C48 5.919 0.324 -8.311
C49 6.653 0.026 -9.474
C50 -4.788 -0.172 6.647
C51 4.781 -6.652 -3.193
C52 -6.344 -0.525 -1.718
C53 -3.509 -8.706 2.218
C54 -3.161 -9.908 2.761
C55 -7.540 0.641 6.673
C56 4.129 3.352 4.669
C57 -0.613 0.487 -0.177
C58 -1.681 5.855 5.479
C59 -5.017 6.773 0.475
C60 -0.784 -9.335 2.577
C61 -1.002 6.750 4.683
C62 6.225 -0.801 -10.527
C63 -4.865 6.931 -1.952
C64 -1.954 6.318 6.766
H1 -8.444 0.669 6.064
H2 7.777 4.102 3.482
H3 -2.134 -1.488 -8.266
H4 -7.724 -0.107 7.444
H5 4.076 0.054 -7.304
H6 7.360 3.459 5.793
H7 -1.637 -3.773 -4.779
H8 -4.435 8.781 -2.867
H9 3.635 -7.311 6.342
H10 -0.380 -7.485 1.660
H11 6.629 7.895 -2.156
H12 -1.160 1.392 -0.397
H13 -4.559 -8.453 2.228
H14 3.580 3.512 2.601
H15 2.162 -0.800 -1.447
H16 5.813 3.958 1.863
H17 6.753 -1.061 -11.433
H18 -1.490 -11.270 3.195
H19 -9.721 -0.034 -1.444
H20 -3.884 0.355 6.339
H21 -0.026 -8.431 9.060
H22 4.978 6.059 -2.964
H23 -3.115 -5.757 -8.125
H24 -1.748 -0.086 1.494
H25 -7.398 1.639 7.088
H26 8.292 -6.959 -4.566
H27 -5.489 -1.026 -1.289
H28 0.618 1.153 -1.609
H29 -3.841 -10.696 3.052
H30 -0.122 8.658 4.446
H31 -4.567 8.517 1.497
H32 4.343 -5.301 -4.746
H33 5.900 9.558 -0.623
H34 6.429 0.938 -7.583
H35 -5.058 0.453 -3.102
H36 7.691 -8.095 -2.439
H37 -0.815 6.530 3.642
H38 1.769 -2.497 0.282
H39 3.152 3.050 5.017
H40 -2.837 -3.600 -9.530
H41 -0.767 9.489 6.698
H42 1.803 8.298 -0.947
H43 -1.821 7.862 8.233
H44 -4.426 9.969 -0.542
H45 -5.195 6.283 1.421
H46 3.243 -1.504 -9.050
H47 6.727 -5.364 -5.615
H48 -4.906 6.512 -2.946
H49 2.415 6.426 -2.345
H50 4.960 2.923 6.539
H51 2.088 -6.494 6.475
H52 3.545 9.878 -0.133
H53 -9.094 1.474 -3.548
H54 -5.511 5.170 -0.791
H55 -5.012 0.138 7.667
H56 -6.849 1.641 -4.211
H57 -2.546 -5.785 -5.916
H58 3.832 -6.465 -2.712
H59 3.310 -6.284 7.683
H60 -4.663 -1.254 6.599
H61 -2.463 5.650 7.444
H62 -2.763 -6.927 1.296
H63 4.643 -1.952 -11.176
H64 -0.042 -2.073 2.029
H65 0.277 -9.533 2.610
H66 5.509 -8.022 -1.620
H67 -1.414 -1.692 -6.035
H68 -7.774 -1.415 -0.477
H69 -1.836 4.870 5.064
H70 0.797 -7.242 9.777
H71 7.644 0.449 -9.552
H72 0.303 -6.981 8.047

strongest force on any atom = 3.5 eV/A
E_tot = -93294.5736 eV
gap between HOMO and LUMO = 9.27 eV

=====

Density functional theory data (ωB97M-V/def2-TZVPD) for a cluster of 2 separate species, C2H4F2N4O3 in total.

CARTESIAN COORDINATES (ANGSTROEM)
F1 -1.062 1.639 -0.298
F2 -3.194 1.332 0.067
O1 2.691 0.868 -0.961
O2 0.885 -1.059 -1.262
O3 3.588 0.922 0.980
N1 -2.274 1.191 -0.969
N2 -0.575 -0.739 0.434
N3 2.761 0.552 0.172
N4 1.698 -0.170 0.714
C1 0.703 -0.647 -0.145
C2 -1.602 -1.139 -0.382
H1 -2.615 -1.137 0.067
H2 -1.410 -1.672 -1.284
H3 -0.866 -0.301 1.373
H4 1.273 0.360 1.494

strongest force on any atom = 2.6 eV/A
ΔE to the lowest compared entry with this formula, charge and spin = 1.9707 eV
E_tot = -19667.3841 eV
gap between HOMO and LUMO (spin up / spin down) = 7.24 / 9.38 eV

=====

Density functional theory data (ωB97M-V/def2-TZVPD) for a cluster of 2 separate species, C3H10N3 in total.

CARTESIAN COORDINATES (ANGSTROEM)
N1 1.370 -0.122 -1.386
N2 0.851 0.968 0.989
N3 -1.178 -0.172 -0.536
C1 -0.330 0.781 1.534
C2 1.376 -1.292 -1.162
C3 -1.482 0.091 0.868
H1 -1.991 -0.742 -0.834
H2 -2.339 0.771 1.009
H3 1.589 -2.147 -1.812
H4 1.408 1.607 1.592
H5 0.961 -1.667 -0.207
H6 -1.061 0.743 -1.056
H7 -1.525 -0.838 1.330
H8 1.687 0.397 -2.292
H9 -0.527 0.997 2.582
H10 1.190 0.625 -0.621

total charge = +1
strongest force on any atom = 18.8 eV/A
spin multiplicity = 3
ΔE to the lowest compared entry with this formula, charge and spin = 2.2901 eV
⟨S²⟩ = 2.009
E_tot = -7729.8128 eV
gap between HOMO and LUMO (spin up / spin down) = 5.51 / 5.95 eV

=====

Density functional theory data (ωB97M-V/def2-TZVPD) for a cluster of 3 separate species, C38H70Cl2IN7O5S in total.

CARTESIAN COORDINATES (ANGSTROEM)
I1 1.371 5.251 -2.991
Cl1 5.320 -0.097 -0.491
Cl2 5.174 2.033 1.781
S1 -0.127 -1.185 -7.893
O1 4.743 5.452 -3.314
O2 -0.550 0.491 -7.693
O3 -0.126 -1.510 -9.405
O4 6.084 4.039 -1.984
O5 -1.157 -2.079 -7.123
N1 3.341 3.409 -5.874
N2 3.862 1.646 -2.460
N3 -2.292 -0.187 1.243
N4 1.758 -2.886 -2.293
N5 -1.251 -1.748 7.689
N6 4.963 0.868 -2.904
N7 -6.375 -2.859 2.577
C1 1.588 -1.926 -5.651
C2 2.543 0.833 -2.723
C3 4.359 2.420 0.109
C4 -1.368 2.683 0.594
C5 3.625 3.828 0.088
C6 -1.329 -2.250 5.182
C7 2.892 -1.859 -2.089
C8 -5.195 -2.993 1.721
C9 1.382 1.958 -2.263
C10 0.156 -1.343 7.750
C11 3.792 3.600 -7.251
C12 0.868 2.037 -0.752
C13 -0.094 1.965 -3.055
C14 0.526 -0.612 9.040
C15 -5.378 -1.114 4.071
C16 5.996 2.989 -5.007
C17 2.189 -0.422 -1.758
C18 -0.944 1.983 2.003
C19 -2.241 -0.682 7.845
C20 -1.175 0.940 -2.894
C21 -1.531 -2.712 6.622
C22 6.590 3.192 -6.524
C23 1.120 -0.674 -4.645
C24 1.634 -1.409 -7.206
C25 4.839 4.204 -2.808
C26 -2.175 0.496 6.878
C27 -7.357 -3.941 2.464
C28 -6.999 -5.287 3.088
C29 -0.076 3.279 -0.290
C30 -1.769 0.627 2.406
C31 -6.131 -2.439 3.959
C32 5.369 3.514 -7.581
C33 4.337 3.095 -4.817
C34 3.822 2.945 -3.212
C35 -4.087 -3.935 2.181
C36 2.390 0.216 -4.270
C37 4.408 1.506 -1.020
C38 2.157 3.187 -3.104
H1 2.426 1.099 -5.074
H2 -0.360 -1.768 5.032
H3 -4.345 -1.203 3.720
H4 -2.157 -0.285 8.865
H5 0.227 1.787 2.117
H6 -5.593 -3.204 4.528
H7 3.463 -2.257 -1.119
H8 -1.160 0.887 6.761
H9 -1.189 2.781 2.858
H10 2.380 -0.258 -0.591
H11 0.048 0.371 9.101
H12 -7.605 -4.098 1.406
H13 0.786 -2.241 7.707
H14 -2.562 0.234 5.893
H15 2.125 -0.334 -7.190
H16 -1.088 -0.102 3.048
H17 -1.977 2.022 -0.151
H18 1.644 2.903 -4.153
H19 -6.245 -5.816 2.502
H20 3.233 4.063 1.196
H21 -1.046 -0.094 -2.325
H22 0.375 -0.011 -5.301
H23 1.681 1.902 0.112
H24 -8.293 -3.598 2.921
H25 6.765 2.775 -4.155
H26 -5.342 -0.795 5.118
H27 5.014 0.673 -3.887
H28 -2.795 1.315 7.256
H29 -7.888 -5.926 3.114
H30 -2.716 0.858 3.093
H31 1.609 -0.452 9.079
H32 2.604 -2.415 -5.270
H33 0.241 -1.195 9.921
H34 3.007 3.864 -8.101
H35 -2.557 -3.087 6.731
H36 -6.640 -5.187 4.116
H37 5.778 1.521 -2.692
H38 1.007 -0.586 -1.803
H39 7.723 3.118 -6.840
H40 0.563 3.941 0.467
H41 -0.455 2.888 -3.724
H42 -2.284 1.135 -3.294
H43 1.392 -3.193 -1.345
H44 -5.507 -3.285 0.709
H45 0.292 0.920 -7.314
H46 -3.209 0.255 0.929
H47 -2.026 3.648 0.835
H48 0.189 1.070 -0.542
H49 2.730 4.043 -0.594
H50 4.422 4.698 -0.102
H51 -4.756 -1.997 1.587
H52 -1.371 -3.114 4.511
H53 -3.251 -1.111 7.809
H54 2.269 -2.182 -7.820
H55 0.438 -0.722 6.894
H56 -1.679 -0.096 0.390
H57 -3.183 -3.751 1.591
H58 3.682 -1.862 -2.947
H59 -4.356 -4.981 2.032
H60 2.175 -3.760 -2.690
H61 -2.116 -1.563 4.864
H62 -3.821 -3.789 3.232
H63 -5.876 -0.326 3.497
H64 0.477 -1.162 -3.815
H65 -0.591 3.894 -1.137
H66 3.330 -0.461 -4.570
H67 -0.896 -3.592 6.784
H68 5.698 3.711 -8.704
H69 -7.096 -2.295 4.461
H70 0.767 -2.765 -5.487

strongest force on any atom = 9.0 eV/A
ΔE to the lowest compared entry with this formula, charge and spin = 21.6436 eV
E_tot = -105163.4294 eV
gap between HOMO and LUMO = 7.35 eV

=====

Density functional theory data (ωB97M-V/def2-TZVPD) for a cluster of 2 separate species, C7H12Si in total.

CARTESIAN COORDINATES (ANGSTROEM)
Si1 -0.376 2.850 -0.306
C1 -1.419 -2.599 -0.245
C2 -0.901 -3.421 0.855
C3 -1.947 -2.049 -1.189
C4 1.642 1.046 -0.692
C5 1.124 0.892 0.755
C6 -0.287 1.534 1.007
C7 0.989 2.363 -1.242
H1 -0.232 1.749 2.016
H2 1.853 1.469 1.263
H3 -2.331 -1.849 -2.149
H4 -1.534 -4.207 0.741
H5 -0.938 0.633 0.921
H6 -1.289 3.900 -0.848
H7 1.331 2.884 -2.230
H8 1.330 0.083 -1.134
H9 0.225 -3.652 0.563
H10 -1.045 -2.746 1.766
H11 1.155 -0.097 0.920
H12 2.649 1.217 -0.772

strongest force on any atom = 6.0 eV/A
spin multiplicity = 3
ΔE to the lowest compared entry with this formula, charge and spin = 2.3832 eV
⟨S²⟩ = 2.006
E_tot = -15323.1405 eV
gap between HOMO and LUMO (spin up / spin down) = 5.88 / 8.81 eV

=====

Density functional theory data (ωB97M-V/def2-TZVPD) for a structure of composition C30H28HfN2OS5Si.

CARTESIAN COORDINATES (ANGSTROEM)
Hf1 1.071 1.184 -0.003
S1 5.271 5.214 4.451
S2 3.224 4.929 2.322
S3 2.237 0.723 2.278
S4 4.051 2.578 3.846
S5 1.163 3.507 0.718
Si1 -0.561 -0.924 0.640
O1 2.028 0.617 -1.701
N1 1.748 1.601 -3.667
N2 -0.531 2.101 -1.369
C1 -2.219 -1.198 -3.162
C2 2.917 -0.532 -3.610
C3 2.929 -3.187 -0.054
C4 1.134 2.789 -3.071
C5 0.226 -3.648 0.370
C6 -2.635 2.952 -2.972
C7 -2.846 -0.148 4.029
C8 -1.342 -1.140 -2.090
C9 2.057 -2.131 0.185
C10 1.083 -4.709 0.133
C11 1.311 0.283 3.774
C12 -1.389 -1.069 2.314
C13 4.293 4.296 3.566
C14 2.211 0.606 -2.964
C15 -1.799 2.076 -0.931
C16 -1.322 3.024 -3.421
C17 -2.874 2.490 -1.692
C18 -2.279 -0.086 2.766
C19 -0.292 2.605 -2.606
C20 -3.184 -1.130 -0.562
C21 2.438 -4.481 -0.082
C22 -4.069 -1.199 -1.631
C23 2.421 3.438 1.937
C24 2.808 2.357 2.646
C25 -3.590 -1.219 -2.932
C26 0.693 -2.327 0.407
C27 -2.530 -1.201 4.877
C28 -1.806 -1.081 -0.771
C29 -1.079 -2.113 3.190
C30 -1.647 -2.183 4.454
H1 -3.532 0.623 4.353
H2 3.985 -3.001 -0.200
H3 -4.279 -1.285 -3.764
H4 2.514 -1.136 0.233
H5 -1.946 1.718 0.078
H6 -0.829 -3.850 0.523
H7 1.000 -0.751 3.647
H8 2.190 -1.147 -4.145
H9 0.696 -5.719 0.114
H10 -1.843 -1.259 -4.176
H11 1.921 1.599 -4.663
H12 3.396 -1.143 -2.851
H13 -0.272 -1.180 -2.281
H14 0.451 0.934 3.899
H15 -3.448 3.281 -3.604
H16 -5.134 -1.254 -1.445
H17 1.143 3.558 -3.839
H18 -3.871 2.440 -1.282
H19 -0.396 -2.896 2.883
H20 -2.974 -1.256 5.861
H21 -1.403 -3.010 5.108
H22 1.766 3.147 -2.254
H23 -3.578 -1.131 0.450
H24 3.655 -0.177 -4.328
H25 2.009 0.368 4.603
H26 -2.546 0.754 2.131
H27 3.106 -5.311 -0.263
H28 -1.100 3.426 -4.400

total charge = +2
strongest force on any atom = 1.0 eV/A
ΔE to the lowest compared entry with this formula, charge and spin = 0.0000 eV
E_tot = -99941.1269 eV
gap between HOMO and LUMO = 5.94 eV

=====

Density functional theory data (ωB97M-V/def2-TZVPD) for a cluster of 3 separate species, C3H7NO3 in total.

CARTESIAN COORDINATES (ANGSTROEM)
O1 -2.501 -1.092 0.594
O2 -0.075 -1.200 -1.690
O3 -1.052 -1.568 2.148
N1 -1.366 -1.139 1.039
C1 0.870 0.448 0.102
C2 0.424 -1.180 -0.612
C3 0.192 1.599 -0.607
H1 0.924 0.522 1.192
H2 0.185 1.435 -1.686
H3 -0.301 -0.439 0.448
H4 1.910 0.339 -0.208
H5 -0.843 1.714 -0.277
H6 0.904 -1.970 -0.031
H7 0.730 2.530 -0.414

strongest force on any atom = 2.6 eV/A
ΔE to the lowest compared entry with this formula, charge and spin = 7.2081 eV
E_tot = -10851.1597 eV
gap between HOMO and LUMO = 9.47 eV

=====

Density functional theory data (ωB97M-V/def2-TZVPD) for a structure of composition C3H2FLiO3Rh.

CARTESIAN COORDINATES (ANGSTROEM)
Rh1 1.253 -2.366 1.424
F1 1.017 -1.004 -1.462
O1 -2.025 0.371 0.527
O2 -2.158 -1.666 1.626
O3 0.888 -0.656 0.702
C1 0.987 -0.111 -0.435
C2 -2.048 -0.648 1.094
C3 0.992 1.207 -0.780
Li1 -1.215 1.441 -0.935
H1 1.297 1.489 -1.787
H2 1.012 1.943 0.026

total charge = +2
strongest force on any atom = 5.4 eV/A
spin multiplicity = 6
ΔE to the lowest compared entry with this formula, charge and spin = 0.0000 eV
⟨S²⟩ = 8.776
E_tot = -15193.0301 eV
gap between HOMO and LUMO (spin up / spin down) = 7.12 / 6.96 eV

=====

Density functional theory data (ωB97M-V/def2-TZVPD) for an isolated molecule of C4H11NS2.

CARTESIAN COORDINATES (ANGSTROEM)
S1 -0.475 0.663 1.334
S2 1.009 -0.659 1.051
N1 2.990 1.362 -0.959
C1 -1.924 -0.365 0.726
C2 1.655 0.884 -1.383
C3 1.351 -0.523 -0.845
C4 -3.024 -0.618 1.659
H1 -3.804 0.155 1.541
H2 2.132 -1.345 -1.042
H3 0.983 1.702 -1.107
H4 -1.458 -1.330 0.411
H5 3.840 1.135 -1.445
H6 3.237 1.357 0.046
H7 -2.390 -0.104 -0.241
H8 -3.513 -1.563 1.459
H9 -2.678 -0.608 2.608
H10 1.587 0.799 -2.553
H11 0.482 -0.942 -1.261

strongest force on any atom = 3.4 eV/A
ΔE to the lowest compared entry with this formula, charge and spin = 1.1954 eV
E_tot = -27486.0701 eV
gap between HOMO and LUMO = 9.49 eV

=====

Density functional theory data (ωB97M-V/def2-TZVPD) for a structure of composition C3HAgFO2.

CARTESIAN COORDINATES (ANGSTROEM)
Ag1 1.521 3.534 -0.877
F1 -0.214 -1.524 1.764
O1 0.820 0.055 0.480
O2 -0.846 0.512 -0.776
C1 -0.083 -1.026 0.563
C2 -1.155 -0.709 -0.307
C3 0.316 0.999 -0.248
H1 -0.359 -1.841 -0.600

total charge = +1
strongest force on any atom = 2.6 eV/A
ΔE to the lowest compared entry with this formula, charge and spin = 3.7744 eV
E_tot = -13924.3389 eV
gap between HOMO and LUMO = 7.77 eV

=====

Density functional theory data (ωB97M-V/def2-TZVPD) for an isolated molecule of C3H6O2S.

CARTESIAN COORDINATES (ANGSTROEM)
S1 0.145 0.994 -0.875
O1 -1.324 -1.122 1.234
O2 1.491 -1.283 -0.752
C1 0.174 0.667 0.876
C2 -1.184 0.272 1.442
C3 0.919 -0.500 -1.454
H1 -2.185 -1.293 1.564
H2 -1.136 0.485 2.532
H3 0.775 -0.203 1.044
H4 -2.011 0.833 1.008
H5 0.613 1.554 1.357
H6 0.834 -0.672 -2.543

strongest force on any atom = 1.5 eV/A
ΔE to the lowest compared entry with this formula, charge and spin = 1.1197 eV
E_tot = -18137.8278 eV
gap between HOMO and LUMO = 10.29 eV

=====

Density functional theory data (ωB97M-V/def2-TZVPD) for a structure of composition C4H6N2OS.

CARTESIAN COORDINATES (ANGSTROEM)
S1 -1.026 -0.430 -1.431
O1 1.519 0.646 -0.726
N1 1.686 -2.247 0.438
N2 -1.216 -0.920 0.084
C1 0.984 -1.556 -0.250
C2 0.876 -0.383 -1.200
C3 1.159 1.280 0.492
C4 -2.398 -0.152 0.672
H1 0.499 0.294 1.191
H2 1.472 -0.401 -2.112
H3 -3.361 0.648 0.255
H4 2.103 1.862 0.963
H5 0.297 1.966 0.010
H6 -2.595 -0.608 1.612

strongest force on any atom = 10.2 eV/A
ΔE to the lowest compared entry with this formula, charge and spin = 8.7637 eV
E_tot = -20100.5778 eV
gap between HOMO and LUMO = 8.19 eV